[1]
82
Properties=species:S:1:pos:R:3 method="wB97M-V/def2-TZVPD" relative_energy_ev=3.318 e_homo_ev=-6.528 molar_mass_da=626.7
H 0.18 0.82 0.61
C -3.00 -3.20 2.61
C 5.21 1.55 1.29
N 0.45 0.71 -2.10
C -2.09 3.28 -1.06
H -0.20 -0.47 3.48
C 4.69 -0.64 -1.79
H -3.79 -1.13 -5.01
C 4.71 2.15 2.43
H -4.39 0.33 -0.15
C 1.17 0.90 2.52
C 3.14 0.34 0.91
Sc 0.64 -0.68 -0.72
N 2.33 -0.60 0.30
H 0.53 -1.10 2.00
H 0.57 -4.08 -1.35
C 3.39 1.93 2.75
H 0.48 2.48 1.18
C 0.19 1.48 1.50
O -0.28 -0.47 -2.26
C -3.16 -1.51 -1.71
H -3.80 4.51 -0.66
C 4.93 1.81 -1.65
H 0.71 5.10 -1.66
H -5.89 -2.26 -4.35
C -2.62 -2.71 1.38
H 6.19 0.36 -0.68
C -3.44 3.49 -0.71
C -0.21 1.82 -1.66
H -4.49 -2.47 -0.32
H -0.82 1.52 1.91
C 1.17 -3.47 -0.70
C -3.44 -2.33 3.60
H 3.62 -0.58 -2.01
P -1.94 -0.85 -0.51
C 2.15 -2.61 -1.06
C 1.18 -3.62 0.76
C 0.58 2.98 -1.75
C -3.95 -1.43 -3.99
C -1.57 1.95 -1.17
H 6.22 1.78 0.99
H -3.71 -2.71 4.57
C -5.11 -2.08 -3.62
H -2.96 -4.27 2.81
C 0.73 -0.51 2.90
H 2.41 -2.76 2.31
H 1.09 1.51 3.42
H -2.07 -0.64 -3.33
C -4.32 -2.18 -1.34
C -1.27 4.40 -1.26
C 2.14 -2.84 1.27
H 5.33 2.81 3.02
C -2.98 -1.16 -3.05
H 1.48 -1.00 3.50
C -4.27 2.44 -0.44
H -1.71 5.38 -1.18
C 2.78 -2.00 0.19
H 3.87 1.97 -1.84
C 2.61 1.03 2.04
H -2.25 -3.38 0.61
C -3.49 -0.97 3.35
H 5.45 1.76 -2.60
C 4.45 0.70 0.49
H 3.87 -2.11 0.21
H -3.83 -0.29 4.11
C -2.69 -1.34 1.11
C 5.11 0.49 -0.87
H 5.23 -0.53 -2.73
H 1.61 2.85 -2.05
C -3.75 1.15 -0.43
H 0.53 -4.30 1.28
H 4.95 -1.62 -1.40
H 5.31 2.65 -1.08
H -5.31 2.60 -0.18
H -6.18 -2.99 -2.00
C -3.10 -0.47 2.11
C 0.06 4.25 -1.55
H -3.12 0.59 1.94
C -5.28 -2.47 -2.30
C -2.42 0.90 -0.74
H 2.97 2.45 3.60
H 2.47 -2.40 -2.07

---

[2]
82
Properties=species:S:1:pos:R:3 method="wB97M-V/def2-TZVPD" total_charge=+2 relative_energy_ev=1.214 e_homo_ev="-13.299 / -13.438" molar_mass_da=697.8 s2=6.061 spin_multiplicity=5
C -1.48 -1.69 1.26
Ru 0.00 0.56 -0.14
C -3.50 1.19 0.06
H 1.78 -3.31 -3.61
C 5.62 -0.68 1.35
C 0.46 2.54 0.61
C 2.82 1.67 0.36
N -0.32 -0.96 1.25
H 0.98 -2.54 -0.29
C -4.14 2.41 0.13
H -1.28 -3.20 -5.43
N 2.04 -2.03 -2.00
C -2.30 2.13 4.02
H 0.96 -3.75 -1.58
H -0.29 2.94 1.27
C 4.74 0.38 1.30
C 2.31 -2.39 -3.38
H 1.30 2.34 5.36
H -4.34 -0.72 -2.43
C -3.68 -1.28 -3.08
H 6.45 -0.67 2.05
H 2.33 -0.89 2.05
C -2.07 2.61 5.30
H -3.69 0.44 0.82
C 1.46 1.63 1.07
C -1.66 -2.32 2.52
H -3.69 -3.13 -5.92
H -2.47 -2.96 2.81
H 2.72 -0.15 -2.39
H 4.88 1.22 1.97
H 1.59 3.04 -2.60
C 3.49 -0.69 -0.46
C -2.30 -1.82 0.03
C -4.17 -1.93 -4.20
P -1.71 -0.63 -1.25
C -3.06 3.12 -1.91
H -2.90 3.87 -2.67
C -3.92 3.38 -0.84
H 1.92 -1.01 3.77
C -2.63 0.92 -1.01
H 1.97 -1.61 -4.06
C 2.74 2.18 -1.05
C 1.58 -3.02 -1.06
C 0.29 2.28 4.99
C -2.41 1.90 -1.98
C -0.77 2.69 5.78
H -5.22 -1.89 -4.43
H 3.66 2.16 -1.62
C -1.94 -2.67 -4.76
H -0.34 3.52 -1.14
H -2.89 2.93 5.92
H 2.40 -3.57 -0.56
C -1.24 1.72 3.22
C 3.67 0.40 0.40
H -1.46 1.37 2.22
H -2.17 -2.82 -0.39
C -1.44 -2.03 -3.64
H -3.37 -1.71 0.22
H -0.38 -2.06 -3.41
C -2.31 -1.34 -2.80
C -3.30 -2.62 -5.04
H 6.15 -2.58 0.49
C 1.60 2.69 -1.58
H -4.82 2.61 0.95
H -0.35 -2.29 4.29
H -0.58 3.09 6.77
H 4.27 -2.58 -1.08
H 3.42 2.42 0.90
H -1.76 1.68 -2.82
H -4.44 4.32 -0.79
C 4.40 -1.74 -0.41
P 1.61 1.26 2.86
C 0.45 2.89 -0.76
C 1.59 -0.64 2.80
C 0.07 1.78 3.70
C 5.45 -1.75 0.49
H -3.31 2.08 3.64
H 1.46 -0.22 -1.10
C 2.41 -0.75 -1.53
H 3.37 -2.56 -3.57
C -0.57 -1.97 3.28
C 0.27 -1.16 2.47

---

[3]
87
Properties=species:S:1:pos:R:3 method="wB97M-V/def2-TZVPD" total_charge=-2 relative_energy_ev=0.166 e_homo_ev="-0.083 / -0.340" molar_mass_da=1089.7 s2=2.022 spin_multiplicity=3
H -4.84 5.06 -0.47
H 5.75 1.47 -3.38
C 3.68 0.98 -3.11
C 0.87 -2.42 2.64
H 4.04 -1.13 -1.25
C -3.10 4.35 0.59
C -1.39 0.33 -6.10
C -2.20 3.46 -1.88
H 1.89 -3.21 0.92
H -1.83 3.10 -2.83
Te 0.48 1.05 2.38
H 1.85 -0.95 -5.19
H -0.50 -3.96 0.53
Se -0.77 -1.72 1.83
H -2.25 -2.71 -3.44
H 3.60 1.58 -2.21
H -3.46 4.68 1.56
H -0.85 4.19 -8.08
H -3.11 -0.64 -7.01
H 4.11 6.05 0.86
C 0.40 -2.76 -3.31
H 1.13 -3.47 -3.68
C 0.57 2.11 -2.60
C 2.10 2.91 -7.67
C -1.88 3.71 0.49
N 1.00 3.31 -8.30
P 0.97 0.40 -2.71
C -0.27 -0.36 -3.92
H 4.09 -2.52 -0.14
C -2.67 -1.63 -5.24
C 5.02 0.18 -4.95
H 2.88 2.46 -8.28
C 1.36 3.52 -0.22
H -0.69 4.45 -5.64
H -2.35 0.23 -3.28
Te 1.55 3.76 -3.45
C 3.44 -1.83 -0.67
C -1.30 -3.49 1.09
C 3.59 3.97 0.61
H 1.04 -1.81 3.53
H 2.99 -2.69 2.23
H -1.61 -4.11 1.94
H 2.77 -2.36 -1.35
H 0.83 -3.32 -1.33
Se 2.45 -0.80 0.69
H 0.64 -3.45 2.93
C -3.42 4.11 -1.78
C -0.33 -1.89 -4.27
C 1.13 4.89 -0.26
C 2.06 -2.45 1.70
H 0.22 1.31 -5.26
H -2.13 -3.30 0.43
C -1.42 3.26 -0.75
C -3.88 4.55 -0.55
C 2.71 -0.44 -4.78
S -2.41 -0.10 -0.50
H 5.97 0.14 -5.47
C -1.86 -1.86 -4.00
C 1.27 3.56 -5.53
C 2.29 3.02 -6.30
C 0.04 3.86 -7.56
C 4.90 0.92 -3.78
H 0.18 5.27 -0.61
C 2.11 5.80 0.13
C 0.23 -2.68 -1.99
C -1.62 -0.58 -3.17
H -3.50 -2.31 -5.42
C 2.60 3.08 0.23
C 0.13 4.01 -6.18
C 2.57 0.30 -3.60
C 3.92 -0.50 -5.45
H -1.29 3.52 1.38
H -4.02 4.26 -2.67
C -1.45 -0.92 -1.71
H 1.90 6.86 0.08
Ti 0.07 -0.16 -0.15
H 4.54 3.60 0.96
H 4.01 -1.08 -6.36
H -1.37 1.04 -6.92
H 2.80 2.00 0.32
P 0.15 2.30 -0.90
C 3.34 5.34 0.56
N -0.63 -1.88 -1.25
C -0.46 0.48 -5.14
C -2.45 -0.68 -6.15
H -0.06 -2.12 -5.31
H 3.21 2.66 -5.85